Record 1
ORCA calculation (ωB97M-V with the def2-TZVPD basis set) on an isolated ion of composition C27H25FNO and charge +1.

Last column: Löwdin charge in e.
Element x y z (Å)
1 C 0.359 -1.131 -3.476  0.033
2 C 0.767 -0.146 -2.425  -0.413
3 N -0.339 0.392 -1.733  0.213
4 C -0.373 0.871 -0.469  -0.072
5 C -1.573 1.723 -0.189  -0.116
6 C -1.694 2.962 -0.767  0.006
7 C -2.834 3.869 -0.495  -0.151
8 C -4.140 3.121 -0.129  -0.123
9 C -3.953 1.798 0.544  -0.164
10 C -5.073 1.140 1.061  -0.021
11 C -4.955 -0.116 1.655  -0.054
12 C -3.687 -0.698 1.812  -0.057
13 C -2.560 -0.003 1.375  -0.035
14 C -2.683 1.184 0.625  -0.118
15 C 0.798 0.847 0.428  -0.055
16 O 1.923 0.185 -2.206  0.151
17 H -0.474 -0.750 -4.086  0.100
18 H 1.218 -1.315 -4.127  0.105
19 H 0.064 -2.080 -3.002  0.102
20 H -1.155 0.547 -2.329  0.185
21 H -0.879 3.336 -1.386  0.128
22 H -2.584 4.527 0.354  0.135
23 H -2.989 4.537 -1.353  0.124
24 H -4.732 3.772 0.531  0.131
25 H -4.752 2.986 -1.033  0.130
26 H -6.051 1.618 0.979  0.126
27 H -5.841 -0.638 2.019  0.114
28 H -3.579 -1.680 2.277  0.114
29 H -1.556 -0.361 1.617  0.103
30 H 0.432 1.351 1.338  0.147
31 H 1.533 1.554 -0.005  0.172
32 F 2.767 -5.060 0.174  0.056
33 C 1.762 -4.124 0.219  -0.223
34 C 0.456 -4.512 -0.058  0.004
35 C -0.532 -3.520 -0.075  -0.054
36 C -0.184 -2.170 0.070  -0.066
37 C 1.123 -1.806 0.420  -0.159
38 C 1.524 -0.405 0.902  -0.192
39 C 3.032 -0.108 0.836  -0.220
40 C 3.531 0.795 1.782  -0.043
41 C 4.840 1.269 1.697  -0.064
42 C 5.671 0.843 0.652  -0.071
43 C 5.188 -0.076 -0.281  -0.053
44 C 3.871 -0.548 -0.192  -0.064
45 C 2.091 -2.813 0.535  0.041
46 H 0.218 -5.557 -0.238  0.126
47 H -1.582 -3.787 -0.212  0.115
48 H -0.953 -1.404 -0.058  0.077
49 H 1.329 -0.456 1.996  0.159
50 H 2.868 1.135 2.583  0.121
51 H 5.203 1.971 2.447  0.109
52 H 6.693 1.214 0.575  0.109
53 H 5.831 -0.449 -1.081  0.114
54 H 3.503 -1.242 -0.946  0.109
55 H 3.110 -2.587 0.845  0.131

Summary:
Molecular weight   398.501 g mol⁻¹
Gap between HOMO and LUMO   6.7163 eV
Total energy   -34652.66471 eV
HOMO level   -11.638 eV
Total charge   +1
Strongest force on any atom   3.20 eV/A
ΔE to the lowest compared entry with this formula, charge and spin   0.0 kcal per mole

Record 2
ORCA calculation (ωB97M-V with the def2-TZVPD basis set) on a 9-piece molecular cluster, C18H54O18 overall.

Last column: Löwdin spin population.
Element x y z (Å)
1 C 1.278 -3.439 -4.339  0.000
2 C 0.345 -2.936 -5.397  0.000
3 O -0.753 -2.382 -4.754  0.000
4 O 1.478 -2.360 -3.453  0.000
5 H 2.206 -3.778 -4.800  0.000
6 H 0.921 -4.258 -3.714  0.000
7 H 0.049 -3.683 -6.134  0.000
8 H 0.835 -2.135 -5.950  0.000
9 H -1.488 -2.873 -5.129  0.000
10 H 0.598 -2.035 -3.249  0.000
11 C 1.176 2.301 5.040  0.001
12 C 2.387 3.254 5.310  0.001
13 O 2.344 3.418 6.663  0.001
14 O -0.126 3.033 5.325  0.006
15 H 1.302 1.555 5.825  0.000
16 H 1.265 1.930 4.019  0.000
17 H 2.440 4.196 4.765  0.000
18 H 3.296 2.678 5.132  0.000
19 H 1.511 3.791 6.961  0.000
20 H -0.905 2.600 4.971  0.000
21 C 0.156 0.646 1.045  0.005
22 C 0.744 -0.289 -0.052  0.003
23 O 0.101 -0.059 -1.357  0.001
24 O 0.745 1.920 1.002  0.024
25 H 0.252 0.161 2.016  0.000
26 H -0.893 0.912 0.910  0.002
27 H 0.362 -1.297 0.111  0.000
28 H 1.834 -0.325 -0.063  0.000
29 H 0.236 0.849 -1.635  0.000
30 H 0.794 2.125 0.066  0.000
31 C -1.107 -4.195 2.236  0.000
32 C -2.257 -5.285 2.332  0.000
33 O -1.826 -6.542 2.892  0.000
34 O -1.046 -3.415 3.442  0.000
35 H -1.020 -3.592 1.332  0.000
36 H -0.268 -4.888 2.292  0.000
37 H -2.793 -5.453 1.398  0.000
38 H -3.035 -4.872 2.975  0.000
39 H -2.362 -6.936 3.584  0.000
40 H -0.117 -3.496 3.669  0.000
41 C 1.112 5.091 -2.594  0.000
42 C 0.556 4.039 -1.585  0.000
43 O 0.997 2.803 -1.866  0.000
44 O 2.517 5.277 -2.768  0.000
45 H 0.711 6.013 -2.175  0.000
46 H 0.575 4.886 -3.520  0.000
47 H -0.530 4.084 -1.663  0.000
48 H 0.989 4.354 -0.635  0.000
49 H 1.878 2.981 -2.202  0.000
50 H 2.823 4.394 -2.987  0.000
51 C -1.953 -3.456 -1.863  0.000
52 C -3.048 -4.513 -2.375  0.000
53 O -2.895 -5.717 -1.657  0.000
54 O -2.191 -2.140 -2.124  0.000
55 H -0.975 -3.683 -2.288  0.000
56 H -1.781 -3.623 -0.799  0.000
57 H -3.145 -4.757 -3.433  0.000
58 H -4.066 -4.243 -2.092  0.000
59 H -3.703 -6.233 -1.714  0.000
60 H -1.351 -1.770 -1.844  0.000
61 C -0.625 5.114 2.415  0.136
62 C -1.715 6.150 2.702  0.041
63 O -1.065 7.166 3.445  0.047
64 O -1.109 3.984 1.707  0.608
65 H -0.177 4.923 3.389  0.020
66 H 0.048 5.483 1.641  0.082
67 H -2.503 5.723 3.322  0.014
68 H -2.082 6.412 1.710  0.000
69 H -0.910 7.847 2.786  0.001
70 H -0.496 3.247 1.658  0.007
71 C 2.666 -2.384 2.956  0.000
72 C 3.755 -3.192 2.118  0.000
73 O 3.355 -4.506 1.881  0.000
74 O 2.084 -3.189 3.970  0.000
75 H 1.948 -1.972 2.247  0.000
76 H 3.208 -1.651 3.553  0.000
77 H 4.644 -3.144 2.746  0.000
78 H 3.961 -2.701 1.167  0.000
79 H 4.105 -4.998 1.540  0.000
80 H 2.384 -4.067 3.723  0.000
81 C -0.948 1.829 -4.385  0.000
82 C -2.311 1.431 -3.714  0.000
83 O -3.449 2.033 -4.331  0.000
84 O -0.940 1.426 -5.760  0.000
85 H -0.123 1.340 -3.867  0.000
86 H -0.765 2.899 -4.285  0.000
87 H -2.292 1.797 -2.687  0.000
88 H -2.532 0.368 -3.613  0.000
89 H -3.285 2.458 -5.176  0.000
90 H -0.008 1.544 -5.958  0.000

Summary:
Molecular weight   558.612 g mol⁻¹
Gap between HOMO and LUMO (alpha / beta)   8.4876 / 1.7776 eV
Total energy   -56378.72945 eV
HOMO level (alpha / beta)   -11.377 / -11.376 eV
Total charge   +1
Strongest force on any atom   3.52 eV/A
2S+1   2
ΔE to the lowest compared entry with this formula, charge and spin   81.0 kcal per mole

Record 3
ORCA calculation (ωB97M-V with the def2-TZVPD basis set) on C34H41BN7O5PPbS as an isolated structure.

Last column: Löwdin charge in e.
Element x y z (Å)
1 Pb 1.243 0.685 0.436  1.518
2 O -0.721 1.821 -0.763  -0.059
3 C -1.454 0.996 -1.274  -0.362
4 C -2.918 0.938 -1.421  -0.192
5 C -3.972 1.823 -1.232  0.000
6 C -5.246 1.308 -1.395  -0.064
7 C -5.435 -0.042 -1.721  -0.051
8 C -4.369 -0.913 -1.898  -0.037
9 C -3.091 -0.395 -1.762  -0.187
10 P -1.259 -0.801 -1.909  0.953
11 C -1.127 -0.354 -3.697  -0.268
12 C -1.908 -0.987 -4.662  -0.079
13 C -1.853 -0.583 -5.987  -0.078
14 C -1.021 0.465 -6.364  -0.079
15 C -0.247 1.109 -5.411  -0.054
16 C -0.304 0.700 -4.086  -0.072
17 C -1.247 -2.634 -1.990  -0.263
18 C -2.084 -3.394 -1.185  -0.064
19 C -2.102 -4.779 -1.307  -0.070
20 C -1.286 -5.414 -2.231  -0.087
21 C -0.450 -4.656 -3.043  -0.085
22 C -0.431 -3.276 -2.921  -0.106
23 H -3.807 2.861 -0.971  0.119
24 H -6.109 1.947 -1.263  0.104
25 H -6.446 -0.413 -1.833  0.107
26 H -4.543 -1.955 -2.134  0.112
27 H -2.563 -1.803 -4.379  0.111
28 H -2.463 -1.086 -6.727  0.102
29 H -0.977 0.777 -7.399  0.102
30 H 0.411 1.924 -5.685  0.106
31 H 0.315 1.216 -3.359  0.089
32 H -2.705 -2.908 -0.441  0.084
33 H -2.756 -5.360 -0.669  0.105
34 H -1.303 -6.492 -2.324  0.101
35 H 0.186 -5.138 -3.774  0.107
36 H 0.217 -2.705 -3.575  0.091
37 C -1.100 -0.772 3.434  -0.001
38 C -1.917 0.010 2.416  -0.524
39 C -3.263 0.424 2.986  -0.014
40 O -1.146 1.186 2.123  -0.094
41 C -2.117 -0.875 1.156  -0.547
42 O -3.149 -1.521 1.063  0.064
43 O -1.146 -0.863 0.292  -0.213
44 H -1.030 -0.208 4.366  0.091
45 H -0.093 -0.954 3.056  0.070
46 H -1.573 -1.733 3.639  0.102
47 H -3.102 1.041 3.871  0.090
48 H -3.857 -0.449 3.246  0.091
49 H -3.829 0.999 2.250  0.089
50 H -1.605 1.704 1.449  0.084
51 N 2.150 4.189 5.034  0.134
52 C 1.997 4.193 3.681  -0.370
53 C 1.858 2.997 2.953  -0.083
54 N 1.704 3.018 1.647  -0.041
55 C 1.677 4.197 1.016  -0.120
56 C 1.810 5.362 1.746  -0.104
57 N 1.969 5.370 3.067  0.126
58 H 2.266 3.336 5.546  0.096
59 H 2.311 5.064 5.496  0.100
60 H 1.862 2.031 3.448  0.115
61 H 1.562 4.191 -0.059  0.102
62 H 1.790 6.325 1.250  0.111
63 C 5.376 -3.229 -0.586  -0.051
64 N 4.601 -2.025 -0.357  -0.145
65 C 5.289 -0.773 -0.619  -0.054
66 C 3.463 -2.002 0.378  -0.527
67 O 3.133 -0.987 1.029  -0.156
68 N 2.686 -3.125 0.400  -0.121
69 C 2.523 -4.002 -0.754  -0.052
70 C 1.557 -3.145 1.315  -0.038
71 H 6.395 -3.068 -0.227  0.093
72 H 5.424 -3.485 -1.647  0.092
73 H 4.952 -4.067 -0.039  0.086
74 H 5.758 -0.833 -1.602  0.088
75 H 6.060 -0.576 0.132  0.096
76 H 4.584 0.052 -0.629  0.064
77 H 3.154 -3.681 -1.576  0.054
78 H 1.486 -3.953 -1.097  0.075
79 H 2.755 -5.038 -0.498  0.096
80 H 1.816 -2.636 2.239  0.086
81 H 1.309 -4.183 1.538  0.096
82 H 0.674 -2.666 0.873  0.078
83 B 2.788 3.194 -3.595  -0.431
84 C 2.607 2.385 -2.253  -0.227
85 N 2.431 1.804 -1.266  -0.004
86 H 3.672 4.002 -3.417  0.001
87 H 3.061 2.388 -4.459  0.005
88 H 1.716 3.730 -3.800  0.008
89 S 2.881 -1.200 -3.239  0.764
90 C 1.608 -0.951 -2.336  -0.884
91 N 0.642 -0.764 -1.659  -0.098

Summary:
Molecular weight   908.799 g mol⁻¹
Gap between HOMO and LUMO   8.6971 eV
Total energy   -82641.03879 eV
HOMO level   -8.883 eV
Strongest force on any atom   0.95 eV/A
ΔE to the lowest compared entry with this formula, charge and spin   24.7 kcal per mole

Record 4
ORCA calculation (ωB97M-V with the def2-TZVPD basis set) on C17H15N7O8RhS as an isolated structure.

Last column: Löwdin charge in e.
Element x y z (Å)
1 Rh -1.919 0.294 0.012  1.209
2 O -1.471 2.278 0.689  -0.123
3 C -2.735 2.988 0.615  -0.146
4 C -3.901 2.068 0.940  -0.138
5 N -3.868 0.890 0.049  -0.272
6 C -4.239 1.215 -1.351  -0.051
7 C -3.026 1.560 -2.225  -0.621
8 O -3.176 2.251 -3.206  0.080
9 O -1.911 1.010 -1.841  -0.120
10 C -4.579 -0.318 0.524  -0.084
11 C -3.938 -1.570 -0.113  -0.607
12 O -4.594 -2.576 -0.232  0.084
13 O -2.699 -1.433 -0.526  -0.127
14 H -1.213 2.176 1.616  0.112
15 H -2.788 3.369 -0.404  0.129
16 H -2.711 3.833 1.302  0.136
17 H -4.843 2.615 0.824  0.138
18 H -3.824 1.710 1.967  0.122
19 H -4.976 2.017 -1.379  0.137
20 H -4.685 0.326 -1.799  0.144
21 H -5.640 -0.288 0.271  0.136
22 H -4.456 -0.394 1.602  0.115
23 N -1.964 -0.320 1.969  0.062
24 C -1.482 -0.241 3.037  -0.316
25 N -0.969 -0.239 4.199  0.073
26 C -1.323 0.736 5.031  -0.407
27 N -1.595 1.570 5.784  0.086
28 O 8.159 0.472 -1.149  -0.363
29 S 7.188 0.201 -2.191  0.386
30 O 6.292 1.298 -2.494  -0.373
31 O 7.697 -0.515 -3.344  -0.363
32 C 6.110 -1.042 -1.395  -0.331
33 N 6.683 -2.184 -1.000  0.127
34 C 5.899 -3.063 -0.403  -0.120
35 C 4.545 -2.844 -0.180  -0.002
36 C 4.046 -1.636 -0.637  -0.225
37 N 4.827 -0.746 -1.241  0.157
38 C 2.623 -1.224 -0.487  -0.112
39 C 1.649 -2.046 0.074  0.014
40 C 0.357 -1.584 0.203  -0.097
41 N 0.005 -0.361 -0.202  -0.070
42 C 0.923 0.432 -0.772  -0.077
43 C 2.234 0.040 -0.925  0.034
44 H 6.363 -3.990 -0.081  0.107
45 H 3.941 -3.585 0.324  0.096
46 H 1.877 -3.046 0.414  0.109
47 H -0.431 -2.188 0.631  0.111
48 H 0.569 1.394 -1.117  0.115
49 H 2.968 0.691 -1.380  0.127

Summary:
Molecular weight   580.321 g mol⁻¹
Gap between HOMO and LUMO   6.8942 eV
Total energy   -58529.43094 eV
HOMO level   -5.618 eV
Total charge   -1
Strongest force on any atom   0.35 eV/A
ΔE to the lowest compared entry with this formula, charge and spin   0.0 kcal per mole

Record 5
ORCA calculation (ωB97M-V with the def2-TZVPD basis set) on a 2-piece molecular cluster, C9H13N4O2 overall.

Last column: Löwdin charge in e.
Element x y z (Å)
1 C -0.188 1.984 2.193  -0.041
2 C -0.104 1.663 0.878  -0.060
3 C -0.326 2.179 3.400  -0.053
4 C -0.248 1.233 -0.228  -0.057
5 C -0.934 0.145 -2.379  -0.414
6 C 0.113 -2.064 -0.915  -0.468
7 C -0.458 2.433 4.830  -0.090
8 C -0.001 0.777 -1.532  -0.097
9 C 1.282 -1.041 -0.939  -0.266
10 N -2.056 -0.418 -1.878  0.214
11 N -0.858 -1.890 0.029  0.160
12 N 1.802 -0.538 0.263  0.207
13 N 2.079 -1.341 -1.980  0.187
14 O -0.611 -0.296 -3.580  0.109
15 O -0.039 -2.957 -1.722  0.111
16 H 0.328 3.155 5.180  0.103
17 H -1.480 2.809 4.966  0.085
18 H -0.360 1.396 5.366  0.124
19 H 0.893 1.138 -2.118  0.151
20 H -2.098 -0.487 -0.900  0.073
21 H -2.623 -1.146 -2.234  0.130
22 H -0.796 -1.386 0.947  0.149
23 H -1.436 -2.699 -0.038  0.121
24 H 1.166 -0.415 1.019  0.085
25 H 2.452 0.129 0.188  0.073
26 H 1.928 -2.146 -2.574  0.134
27 H 2.878 -0.729 -2.118  0.139
28 H -0.307 0.512 -4.125  0.191

Summary:
Molecular weight   209.229 g mol⁻¹
Gap between HOMO and LUMO (alpha / beta)   7.5666 / 7.5671 eV
Total energy   -19588.83719 eV
HOMO level (alpha / beta)   -11.452 / -11.452 eV
Total charge   +1
Strongest force on any atom   5.73 eV/A
ΔE to the lowest compared entry with this formula, charge and spin   33.0 kcal per mole

Record 6
ORCA calculation (ωB97M-V with the def2-TZVPD basis set) on C8H13Br2O7Pd as an isolated structure.

Last column: Löwdin spin population.
Element x y z (Å)
1 Pd 7.265 -8.050 7.568  1.422
2 Br 5.517 -8.705 9.408  0.123
3 Br 6.470 -8.573 5.163  0.080
4 C 8.703 -5.894 10.211  -0.002
5 C 9.423 -6.980 9.490  0.012
6 O 9.216 -7.017 8.063  0.277
7 H 7.651 -5.761 9.959  -0.001
8 H 9.273 -4.967 10.255  0.000
9 H 8.569 -6.221 11.242  0.000
10 H 9.183 -7.918 9.991  0.003
11 H 10.499 -6.895 9.643  0.009
12 C 4.636 -3.223 8.659  0.000
13 C 5.829 -2.495 8.079  0.000
14 O 6.671 -3.438 7.520  0.001
15 C 6.054 -4.662 7.575  0.005
16 O 6.520 -5.763 7.281  0.030
17 O 4.864 -4.490 8.238  0.000
18 H 3.676 -2.990 8.197  0.000
19 H 4.693 -3.045 9.733  0.000
20 H 6.351 -1.948 8.864  0.000
21 H 5.547 -1.974 7.164  0.000
22 C 8.364 -13.688 7.484  0.000
23 C 9.774 -13.115 7.551  0.000
24 O 9.634 -11.744 7.692  0.000
25 C 8.420 -11.328 7.710  0.004
26 O 8.029 -10.180 7.734  0.037
27 O 7.604 -12.447 7.466  0.000
28 H 8.112 -14.267 8.373  0.000
29 H 8.160 -14.390 6.676  0.000
30 H 10.331 -13.354 6.645  0.000
31 H 10.410 -13.387 8.394  0.000

Summary:
Molecular weight   487.413 g mol⁻¹
Gap between HOMO and LUMO (alpha / beta)   6.9040 / 6.5922 eV
Total energy   -166403.78533 eV
HOMO level (alpha / beta)   -4.328 / -4.018 eV
Total charge   -1
Strongest force on any atom   4.46 eV/A
2S+1   3
ΔE to the lowest compared entry with this formula, charge and spin   32.9 kcal per mole